Record 1
{"formula": "C40H59N3O18S5", "method": "ωB97M-V/def2-TZVPD", "species": ["O", "C", "C", "O", "H", "H", "H", "H", "C", "C", "C", "C", "C", "C", "N", "O", "O", "H", "H", "H", "H", "H", "C", "C", "C", "C", "C", "C", "N", "O", "O", "H", "H", "H", "H", "H", "C", "C", "C", "C", "C", "C", "N", "O", "O", "H", "H", "H", "H", "H", "C", "C", "C", "S", "O", "O", "C", "H", "H", "H", "H", "H", "H", "H", "H", "C", "C", "C", "S", "O", "O", "C", "H", "H", "H", "H", "H", "H", "H", "H", "C", "C", "C", "S", "O", "O", "C", "H", "H", "H", "H", "H", "H", "H", "H", "C", "C", "C", "S", "O", "O", "C", "H", "H", "H", "H", "H", "H", "H", "H", "C", "C", "C", "S", "O", "O", "C", "H", "H", "H", "H", "H", "H", "H", "H"], "xyz": [[0.49811, 0.66363, -1.48923], [0.27725, 0.14466, -0.29666], [-1.06822, -0.55310, -0.01016], [-2.21125, 0.09046, 0.08741], [0.34621, 1.02406, 0.43453], [1.06436, -0.63276, 0.00184], [-0.82685, -1.05881, 1.02072], [-1.18051, -1.45443, -0.70851], [3.51297, -4.17879, 0.21483], [3.94395, -5.00188, -0.81349], [3.44555, -4.82661, -2.08420], [2.57046, -3.82116, -2.30267], [2.08328, -3.01913, -1.29173], [2.57246, -3.19331, -0.01633], [2.04766, -3.68861, -3.63621], [2.65786, -4.26627, -4.53184], [1.07635, -3.03584, -3.78131], [3.88939, -4.27787, 1.23057], [4.72939, -5.73676, -0.67108], [3.74617, -5.49028, -2.88245], [1.33706, -2.26399, -1.56088], [2.14386, -2.64935, 0.81682], [4.34177, 2.43873, 2.17499], [5.62830, 2.31327, 1.66223], [5.81204, 2.04495, 0.32126], [4.73269, 1.82018, -0.49207], [3.43775, 1.92551, -0.04206], [3.24367, 2.23261, 1.31368], [4.99710, 1.55345, -1.88023], [6.13741, 1.25277, -2.15835], [4.11117, 1.65071, -2.62842], [4.21040, 2.75520, 3.19786], [6.47292, 2.58017, 2.28634], [6.81361, 2.06085, -0.08618], [2.58658, 1.72787, -0.71588], [2.23658, 2.32783, 1.70448], [1.53680, 1.33572, 4.16285], [2.78861, 1.09728, 4.70516], [3.30120, -0.18907, 4.65979], [2.58071, -1.19170, 4.07446], [1.33899, -0.98121, 3.51854], [0.81112, 0.31062, 3.56017], [3.04420, -2.57401, 4.13653], [2.26250, -3.39059, 3.64826], [4.10754, -2.83405, 4.63879], [1.06765, 2.31373, 4.27107], [3.38320, 1.89092, 5.13041], [4.22921, -0.40847, 5.17101], [0.75923, -1.79997, 3.11644], [-0.12291, 0.48958, 3.03156], [-0.98536, 4.79212, 3.47954], [-0.42833, 4.04190, 2.25060], [-1.42812, 2.94774, 2.02893], [-3.02026, 3.74439, 2.15355], [-3.88572, 3.02130, 3.02745], [-3.44118, 4.22857, 0.88879], [-2.39260, 5.17389, 3.10722], [-0.36633, 5.64491, 3.77036], [-1.06143, 4.12164, 4.34740], [0.51298, 3.57297, 2.53754], [-0.30421, 4.77013, 1.45045], [-1.34671, 2.30909, 2.91293], [-1.37222, 2.27038, 1.15453], [-3.08964, 5.44111, 3.88850], [-2.39229, 5.92893, 2.31356], [-2.66284, -2.18770, -4.19053], [-3.80344, -1.67015, -5.08628], [-3.38876, -0.34261, -5.67045], [-2.22877, 0.41553, -4.48750], [-2.88354, 1.46415, -3.78071], [-1.03261, 0.64538, -5.22492], [-2.08303, -0.98602, -3.43756], [-1.84908, -2.63359, -4.76453], [-3.06982, -2.92322, -3.49849], [-4.74384, -1.54818, -4.55244], [-3.91627, -2.36096, -5.92406], [-4.15399, 0.41379, -5.80371], [-2.82647, -0.50726, -6.58512], [-2.68034, -0.79519, -2.53418], [-1.06377, -0.96950, -3.03436], [-4.27301, -2.10105, -0.69644], [-5.21982, -1.06784, -1.29325], [-6.09195, -0.57195, -0.15104], [-6.39605, -2.04985, 0.86131], [-7.70287, -2.58646, 0.58362], [-6.00129, -1.72734, 2.19351], [-5.21203, -3.06444, -0.02293], [-3.60668, -1.57064, 0.00814], [-3.67211, -2.53032, -1.49163], [-5.85396, -1.54015, -2.06559], [-4.78285, -0.19829, -1.79553], [-7.09318, -0.21154, -0.37891], [-5.58209, 0.11343, 0.52229], [-5.77133, -3.66476, -0.74287], [-4.73739, -3.79650, 0.63821], [0.44008, -5.67032, 1.91039], [-0.26892, -5.52391, 0.56988], [-1.11022, -4.25879, 0.56805], [-1.92308, -4.46060, 2.17329], [-2.92668, -5.49363, 2.00599], [-2.32515, -3.21106, 2.70054], [-0.51143, -5.20262, 2.98997], [1.34451, -5.07637, 1.91645], [0.64306, -6.73289, 2.03375], [-0.97047, -6.34046, 0.35922], [0.44624, -5.53727, -0.26066], [-1.89670, -4.22805, -0.16603], [-0.47560, -3.38106, 0.70815], [-0.84634, -5.86247, 3.78260], [-0.08505, -4.34068, 3.51823], [2.19476, 6.91427, -1.41014], [2.08551, 5.45600, -0.93136], [2.20320, 4.55845, -2.14177], [1.37827, 5.46086, -3.47480], [0.07302, 4.98018, -3.73659], [2.33246, 5.58561, -4.55328], [1.30606, 7.04085, -2.60212], [3.23766, 7.16250, -1.62658], [1.84103, 7.63072, -0.66090], [1.11505, 5.27404, -0.43756], [2.77692, 5.15211, -0.13599], [1.74802, 3.54741, -2.10836], [3.22175, 4.54081, -2.53643], [0.27080, 7.18415, -2.28917], [1.56031, 7.84961, -3.28283]], "mulliken_charge": [-1.02, 1.89, 1.46, -0.94, -0.81, -0.66, -0.90, -0.38, -0.48, -0.55, -0.49, -0.17, -0.06, -0.42, 1.09, -0.69, -0.58, 0.39, 0.37, 0.48, 0.42, 0.69, -0.63, -0.61, -0.53, -0.23, -0.13, -0.03, 1.12, -0.72, -0.54, 0.49, 0.34, 0.47, 0.47, 0.41, -0.22, -0.66, -0.59, -0.23, 0.39, -0.57, 1.08, -0.58, -0.67, 0.38, 0.48, 0.46, 0.29, 0.38, -0.84, 0.26, -0.04, 1.30, -0.70, -0.69, -0.93, 0.47, 0.32, -0.23, 0.14, -0.03, -0.07, 0.49, 0.34, -0.47, -0.50, -0.84, 1.25, -0.66, -0.73, 0.86, 0.37, 0.30, 0.14, 0.39, 0.39, 0.31, -0.70, -0.20, 1.33, -0.45, -0.93, 1.15, -0.72, -0.65, -0.78, -0.50, -0.49, 0.31, 0.14, 0.54, 0.33, 0.41, 0.31, -0.04, -1.05, 0.79, 1.11, -0.74, -0.61, -0.73, -0.22, 0.43, 0.41, 0.35, 0.37, -0.84, 0.48, 0.20, -0.73, -0.17, -0.37, 1.14, -0.60, -0.70, -0.82, 0.31, 0.34, -0.03, 0.45, 0.19, 0.19, 0.37, 0.43], "homo_ha": -0.013, "charge": -2, "homo_lumo_gap_ev": 3.160}

Record 2
{"formula": "C5H9N", "method": "ωB97M-V/def2-TZVPD", "species": ["C", "C", "C", "C", "C", "N", "H", "H", "H", "H", "H", "H", "H", "H", "H"], "xyz": [[-0.49861, -2.25726, -0.93038], [-0.74734, -1.23404, -0.04491], [0.02356, -0.01112, 0.02415], [0.85564, 0.39513, -1.15819], [-0.33112, 0.84073, 0.98004], [0.28041, 2.03985, 1.44316], [0.54964, -2.31230, -1.22154], [-1.21349, -3.01615, -1.20656], [-1.18915, -1.60789, 0.90561], [1.07188, -0.37741, -1.87625], [1.75622, 0.83405, -0.71739], [0.47254, 1.27120, -1.71212], [-1.07584, 0.59738, 1.78057], [0.42904, 2.04235, 2.44467], [-0.38339, 2.79550, 1.28915]], "nbo_charge": [-0.41, -0.19, -0.08, -0.66, 0.02, -0.86, 0.19, 0.20, 0.21, 0.22, 0.24, 0.23, 0.16, 0.37, 0.36], "relative_energy_kcal_mol": 64.16, "homo_ha": -0.293, "charge": 0, "homo_lumo_gap_ev": 8.698, "smiles": "C=C/C(C)=C/N"}

Record 3
{"formula": "C6H7IOS", "method": "ωB97M-V/def2-TZVPD", "species": ["C", "C", "C", "C", "C", "C", "O", "S", "I", "H", "H", "H", "H", "H", "H", "H"], "xyz": [[-1.78932, 1.05784, -0.10870], [0.11697, -0.79302, 0.18449], [-0.36881, 0.55758, 0.10510], [0.81182, 1.42832, -0.22291], [1.63867, 0.70276, -1.34911], [-0.60968, -1.77444, 1.05756], [-1.25849, 0.95892, 1.15435], [1.49207, -1.05715, -0.78611], [-3.35578, -0.20350, -0.33004], [0.52676, 2.37330, -0.49392], [1.35250, 1.29555, 0.72164], [1.12464, 0.57999, -2.31980], [2.68085, 1.01358, -1.49510], [-1.56393, -1.89508, 0.69183], [-0.70311, -1.47989, 2.09866], [-0.09516, -2.76476, 1.09206]], "nbo_charge": [0.01, -0.13, 0.07, -0.41, -0.50, -0.66, -0.48, 0.35, 0.12, 0.23, 0.22, 0.23, 0.24, 0.24, 0.24, 0.22], "relative_energy_kcal_mol": 79.28, "homo_ha": [-0.259, -0.295], "charge": 0, "homo_lumo_gap_ev": [6.260, 7.915]}

Record 4
{"formula": "C2H4N4O2", "method": "ωB97M-V/def2-TZVPD", "species": ["C", "N", "N", "C", "N", "N", "O", "O", "H", "H", "H", "H"], "xyz": [[1.49052, 0.36180, -0.40501], [0.70033, 0.04892, 0.79819], [-0.65314, -0.01109, 0.49110], [-1.28715, 1.23447, 0.03456], [-1.90839, 2.13033, -0.30782], [-1.25543, -1.14658, 0.11811], [-2.33163, -0.94641, -0.36438], [-0.70268, -2.17834, 0.39487], [0.79973, 0.17960, -1.24098], [1.89415, 1.34698, -0.29367], [2.54113, -0.10230, -0.44740], [0.71257, -0.91738, 1.22243]], "nbo_charge": [-0.46, -0.43, -0.16, 0.39, -0.28, 0.63, -0.36, -0.39, 0.20, 0.22, 0.23, 0.40], "relative_energy_kcal_mol": 133.23, "homo_ha": -0.381, "charge": 0, "homo_lumo_gap_ev": 10.324, "smiles": "CNN(C#N)[N+](=O)[O-]"}

Number 1: strongest force on any atom 3.86 eV/A. Number 2: strongest force on any atom 3.59 eV/A. Number 3: strongest force on any atom 3.42 eV/A. Number 4: strongest force on any atom 6.20 eV/A.